{
  "formula": "C36H66INPbSb2",
  "method": "wB97M-V/def2-TZVPD",
  "symbols": ["C", "C", "C", "H", "C", "H", "C", "H", "H", "H", "H", "N", "H", "C", "C", "H", "Pb", "H", "H", "H", "H", "H", "H", "C", "C", "C", "H", "H", "H", "C", "H", "H", "H", "H", "H", "H", "H", "H", "H", "H", "C", "C", "H", "H", "H", "C", "H", "H", "H", "H", "C", "C", "H", "C", "H", "H", "H", "Sb", "H", "H", "Sb", "H", "H", "H", "C", "H", "H", "I", "C", "H", "C", "C", "H", "C", "H", "H", "C", "H", "C", "H", "C", "H", "C", "C", "C", "H", "C", "H", "H", "H", "C", "H", "C", "H", "H", "C", "H", "H", "H", "C", "H", "H", "C", "C", "H", "C", "H"],
  "coordinates": [[4.479, 0.121, -2.968], [-2.202, 4.308, -4.289], [0.365, 5.576, -2.143], [1.895, -2.834, -0.816], [-0.626, 2.424, -4.880], [-4.172, 3.902, -2.011], [3.062, -0.272, -1.082], [-1.370, -1.964, 2.804], [1.075, -2.045, 2.410], [0.133, 4.827, 0.493], [-2.563, -1.543, 0.572], [1.969, -0.028, -1.826], [2.782, 4.251, -2.095], [-3.500, 1.765, -0.449], [0.293, -5.391, -2.563], [-3.885, -4.411, -1.500], [-0.171, 0.003, -0.897], [-3.081, 3.495, 1.586], [-0.765, -4.881, 0.534], [-1.366, 5.004, -4.287], [2.562, -4.410, -1.242], [-3.648, -5.140, 0.074], [1.183, -6.027, -2.628], [4.330, -0.199, -1.625], [-1.955, -2.036, -5.224], [2.852, 0.028, 2.484], [1.846, 4.930, 0.144], [1.202, 0.490, -3.685], [3.265, 0.763, 1.790], [-2.291, -3.542, -0.273], [1.736, -2.308, -3.357], [3.217, -0.969, 2.237], [0.366, 5.548, -3.231], [-3.840, -2.018, -0.577], [-0.583, 5.977, -1.781], [2.388, -3.911, -3.691], [-2.662, 0.900, -3.721], [-2.512, -5.511, -1.210], [3.262, 0.283, 3.463], [-2.622, 4.318, -5.302], [0.948, 4.324, -0.020], [0.576, -1.088, 2.523], [2.191, 2.627, -1.749], [1.161, -4.326, -0.191], [-1.845, 4.516, 0.875], [1.463, -3.352, -3.517], [-3.123, -4.843, -3.568], [-1.147, 2.279, 3.265], [-4.487, 4.413, -0.361], [1.273, 2.213, 2.823], [-2.253, 3.506, 0.869], [-1.428, 0.167, 3.010], [-3.851, 1.440, -1.429], [0.759, -3.964, -2.316], [-3.814, 2.238, -3.499], [-3.164, 5.151, -1.244], [0.258, 3.053, -4.773], [-1.052, 2.892, -1.868], [2.908, -0.545, -0.044], [1.128, 3.349, 0.441], [-1.043, -2.707, -1.916], [-2.862, 0.987, -0.015], [-0.245, -5.504, -3.503], [1.778, 3.436, -3.282], [-0.804, -1.044, 2.754], [-3.263, 1.821, -5.112], [-0.351, 1.383, -4.698], [3.452, 0.890, -5.735], [-0.675, 1.338, 3.012], [-0.943, 2.503, -5.925], [3.343, 0.379, -3.735], [1.347, 0.084, 2.546], [5.193, -0.389, -1.001], [-2.789, -4.295, -4.449], [1.139, 6.292, -1.843], [-3.782, -2.727, 1.030], [-2.801, 3.120, -0.492], [-3.564, -4.480, -5.215], [-3.691, 4.208, -1.084], [-2.535, -2.017, -6.162], [-3.160, -2.379, 0.198], [-1.000, -2.499, -5.463], [-1.324, -3.991, 0.822], [-2.948, 1.898, -4.066], [1.924, 3.579, -2.211], [-1.497, 2.808, 1.226], [-1.781, 2.875, -3.996], [-2.484, 0.196, 3.250], [-1.911, -4.261, 1.707], [-0.316, -5.786, -1.749], [0.740, 4.238, -1.523], [-4.721, -2.175, -4.491], [1.629, -3.866, -1.058], [-2.977, 4.680, -3.622], [-4.378, 1.854, 0.198], [-2.768, -2.833, -4.274], [-4.406, -2.763, -2.872], [5.466, 0.172, -3.411], [-1.859, -4.703, -4.837], [-3.968, -2.189, -3.686], [0.875, -3.433, -4.433], [-0.626, -3.206, 1.118], [0.689, 1.301, 2.762], [-3.119, -4.712, -0.784], [-3.797, -1.160, -3.381], [2.109, 0.297, -3.122], [-1.813, -1.008, -4.903]],
  "forces_ev_per_angstrom": [[-0.002, 0.018, 0.080], [-0.005, -0.004, -0.052], [0.091, 0.044, 0.059], [0.013, -0.009, -0.008], [-0.105, 0.132, -0.081], [-0.016, 0.002, 0.011], [-0.065, -0.078, 0.027], [0.012, 0.032, 0.033], [-0.001, 0.010, 0.030], [0.018, -0.002, 0.005], [-0.021, -0.025, 0.032], [0.062, 0.071, 0.066], [0.002, -0.028, -0.001], [-0.059, 0.090, 0.007], [0.010, -0.023, 0.012], [0.001, 0.002, 0.000], [-0.070, -0.033, -0.077], [0.009, -0.015, -0.015], [-0.004, 0.005, -0.002], [0.004, -0.005, -0.031], [-0.008, 0.028, 0.000], [0.005, 0.006, -0.011], [-0.014, 0.013, -0.018], [0.060, 0.002, -0.041], [0.222, -0.034, 0.165], [-0.098, 0.088, 0.114], [-0.005, -0.028, 0.003], [0.039, 0.014, 0.043], [-0.010, -0.010, 0.000], [0.570, 0.339, 0.058], [0.011, -0.005, 0.004], [-0.002, 0.004, -0.034], [-0.017, -0.005, 0.007], [0.024, 0.012, -0.008], [0.004, -0.005, -0.005], [-0.015, 0.029, -0.004], [-0.010, -0.016, -0.020], [-0.013, 0.000, 0.003], [0.005, -0.043, 0.022], [0.010, -0.002, 0.016], [0.140, 0.109, -0.057], [-0.193, -0.005, -0.273], [0.004, 0.047, 0.033], [0.005, 0.027, 0.020], [-0.039, 0.005, 0.014], [0.044, -0.219, -0.100], [-0.062, 0.014, -0.027], [0.026, -0.027, 0.052], [0.011, -0.013, -0.007], [-0.007, -0.018, 0.030], [-0.136, 0.103, 0.026], [-0.037, 0.006, -0.045], [0.001, -0.016, 0.020], [-0.082, 0.537, 0.640], [0.003, -0.019, 0.003], [-0.010, -0.003, 0.028], [0.004, -0.013, -0.018], [-0.076, 0.275, 0.289], [-0.018, 0.067, -0.060], [-0.044, -0.005, -0.009], [-0.197, -0.458, -0.132], [-0.036, 0.006, 0.079], [-0.020, 0.002, 0.002], [0.000, -0.005, 0.004], [0.111, 0.038, -0.025], [0.003, -0.010, 0.017], [-0.031, 0.006, -0.033], [0.021, 0.017, -0.075], [0.086, -0.012, 0.065], [0.003, -0.034, 0.014], [0.015, -0.016, -0.041], [0.158, -0.011, -0.337], [-0.008, -0.034, -0.013], [0.343, -0.111, 0.333], [-0.020, -0.009, -0.017], [0.000, 0.024, -0.013], [0.312, -0.155, -0.235], [-0.008, 0.086, -0.001], [-0.055, -0.009, 0.074], [-0.049, -0.043, 0.040], [-0.115, -0.125, 0.009], [-0.017, -0.026, -0.018], [-0.208, -0.135, 0.081], [-0.024, 0.122, -0.098], [0.077, 0.152, -0.006], [-0.007, 0.032, -0.044], [0.303, -0.399, 0.276], [0.025, -0.002, 0.024], [0.014, -0.013, -0.016], [0.042, -0.012, 0.006], [-0.238, -0.405, 0.057], [0.064, -0.026, -0.046], [0.144, -0.198, -0.181], [-0.010, 0.002, -0.019], [0.016, -0.016, 0.003], [-0.637, 0.302, -0.833], [-0.022, -0.013, -0.022], [-0.001, 0.018, 0.001], [-0.013, 0.018, -0.052], [0.118, -0.068, 0.286], [-0.018, 0.033, 0.014], [0.002, -0.045, -0.043], [-0.081, 0.086, 0.006], [-0.047, 0.010, 0.000], [-0.010, 0.029, -0.074], [-0.054, -0.048, 0.082], [-0.092, 0.032, -0.046]],
  "mulliken_charge": [-0.546, -1.435, -1.582, 0.242, -1.366, 0.415, -0.227, 0.780, 0.532, 0.364, 0.134, 1.571, 0.586, -1.641, -1.376, 0.310, 1.408, 0.678, 0.435, 0.311, 0.583, 0.557, 0.520, -0.905, -1.075, -1.778, 0.559, 0.442, 0.388, 1.831, 0.353, 0.404, 0.407, 0.237, 0.336, 0.510, 0.077, 0.336, 0.451, 0.534, -1.670, -0.770, 0.236, 0.272, 0.388, -1.704, 0.277, 0.660, 0.532, 0.594, -2.049, -0.540, 0.194, 1.441, 0.348, 0.352, 0.368, 0.027, 0.205, 0.283, 0.286, 0.176, 0.245, 0.325, -0.683, 0.552, 0.134, 0.251, -0.667, 0.507, -0.620, 0.729, 0.576, -1.236, 0.541, 0.567, 1.967, 0.526, -1.669, 0.519, -1.559, 0.335, -2.078, -1.641, -1.702, 0.306, 1.357, 0.515, 0.645, 0.329, 1.511, 0.537, -1.557, 0.348, 0.586, 0.974, 0.249, 0.533, 0.316, -0.802, 0.309, 0.291, -0.129, -1.637, -0.035, -0.876, 0.041],
  "total_charge": 4,
  "homo_lumo_gap_ev": 4.444,
  "lumo_energy_ev": -14.172,
  "max_force_ev_per_a": 1.09
}

=====

{
  "formula": "C42H54N6O3PTi",
  "method": "wB97M-V/def2-TZVPD",
  "symbols": ["C", "C", "C", "C", "H", "H", "C", "O", "C", "H", "H", "H", "H", "Ti", "C", "N", "C", "H", "H", "O", "C", "C", "H", "C", "C", "C", "C", "C", "H", "C", "H", "C", "C", "C", "H", "H", "C", "H", "H", "H", "H", "H", "N", "C", "C", "C", "N", "C", "H", "H", "H", "H", "C", "H", "C", "C", "O", "C", "C", "H", "C", "N", "H", "H", "H", "C", "N", "H", "H", "C", "H", "C", "H", "H", "H", "H", "H", "H", "H", "P", "H", "H", "H", "C", "C", "H", "N", "H", "C", "H", "H", "H", "H", "H", "C", "H", "H", "H", "H", "H", "C", "C", "H", "C", "C", "H", "C"],
  "coordinates": [[1.845, 1.910, 3.627], [-4.239, 5.846, -0.804], [-1.304, -0.837, -1.742], [5.404, 2.578, -0.721], [3.074, -5.208, -3.105], [6.255, 0.612, -0.856], [-1.557, 3.208, -0.626], [1.783, 0.605, -0.532], [3.053, -3.249, -0.250], [4.269, 4.388, -0.605], [2.830, 1.710, 4.048], [-2.049, -2.110, 3.804], [2.266, 0.892, 1.780], [0.054, 0.928, -0.041], [3.459, -4.691, 0.053], [0.610, 2.965, -0.486], [-2.652, 2.959, 4.410], [2.091, -3.116, 1.690], [-0.505, 0.506, -4.757], [-1.948, 6.075, -0.378], [-0.996, -0.137, -4.039], [-3.278, -0.618, 0.456], [1.446, -0.109, 2.974], [-2.978, 5.261, -0.669], [5.343, 1.188, -0.770], [-2.845, 3.870, -0.816], [-1.497, -1.479, 1.837], [-1.671, 1.978, 5.020], [0.830, 2.684, 5.376], [-5.332, 5.067, -1.110], [3.765, -5.239, -0.837], [-2.226, -1.788, -2.173], [1.792, 3.463, -0.552], [2.957, 1.260, -0.605], [-3.824, 1.536, 3.289], [-6.067, 3.090, -1.549], [-0.072, -4.754, -2.734], [-0.585, -3.833, -3.006], [4.067, -0.553, -0.751], [1.860, 2.911, 3.190], [0.535, -5.060, -3.587], [-1.266, 2.339, 5.964], [-2.002, 1.874, 2.333], [0.794, 1.821, 4.708], [2.994, 2.664, -0.561], [-4.171, -0.834, 1.494], [-0.949, -0.679, -0.376], [0.766, -4.586, -1.471], [4.197, -1.650, -2.880], [-2.159, 1.016, 5.210], [0.482, -4.645, 0.697], [-3.848, 2.039, -1.266], [2.747, -2.513, 1.058], [-0.737, -3.717, -0.167], [-5.209, 3.689, -1.287], [-1.928, -0.940, 0.625], [-1.578, 1.898, -0.466], [-0.110, -4.611, -0.218], [-3.973, 3.103, -1.132], [3.920, -2.757, -0.710], [-0.772, 1.633, 2.798], [-0.540, 1.781, 4.113], [-2.174, -1.174, -5.507], [-1.117, 5.563, -0.437], [-4.443, -1.534, 3.505], [3.263, -1.751, -3.438], [-0.439, 3.866, -0.619], [-6.300, 5.536, -1.223], [-5.216, -0.591, 1.351], [-0.689, -0.018, -2.694], [2.629, -0.896, -3.194], [-2.395, -1.676, 2.876], [-3.660, 3.106, 2.492], [-4.324, 6.915, -0.678], [4.296, -4.708, 0.755], [-3.620, -0.205, -0.482], [1.886, 4.545, -0.647], [-0.766, -5.483, -0.218], [6.356, 3.084, -0.769], [1.687, -2.979, -1.494], [3.520, -1.694, -4.496], [1.755, -3.199, -3.835], [0.934, 0.923, 5.319], [-1.927, -1.079, -4.459], [3.543, -4.243, -3.307], [-3.495, 3.127, 5.079], [0.201, 1.248, 1.936], [3.917, -4.272, -4.332], [2.577, -3.076, -3.117], [-0.456, -1.762, 1.938], [2.640, -5.240, 0.521], [3.659, -2.323, 1.627], [-0.830, -5.524, -2.583], [-2.691, -2.448, -1.455], [-2.533, -1.898, -3.521], [1.477, -5.418, -1.417], [-3.247, -2.646, -3.837], [2.249, -1.560, 0.874], [-2.189, 1.613, 1.375], [0.060, 0.725, -2.420], [4.236, 3.307, -0.625], [4.130, 0.521, -0.717], [4.410, -4.147, -2.651], [-3.138, 2.369, 3.104], [-3.736, -1.356, 2.706], [-2.158, 3.918, 4.242], [1.498, 0.902, 2.552]],
  "forces_ev_per_angstrom": [[0.037, 0.018, 0.036], [0.088, -0.030, 0.004], [0.060, -0.087, 0.175], [-0.078, 0.082, 0.006], [-0.012, 0.010, -0.001], [0.034, 0.006, 0.000], [-0.264, -0.111, -0.088], [0.227, 0.090, -0.081], [0.180, -0.063, 0.022], [-0.005, 0.059, -0.002], [-0.013, -0.011, -0.013], [-0.012, -0.010, 0.037], [-0.092, -0.026, 0.069], [-0.269, 0.059, 0.809], [0.082, -0.028, -0.021], [0.139, 0.104, -0.102], [-0.071, -0.009, -0.001], [-0.061, -0.004, 0.010], [0.001, 0.009, -0.014], [-0.020, -0.036, -0.060], [-0.051, -0.084, 0.014], [-0.001, 0.025, 0.107], [0.026, 0.050, 0.000], [-0.006, 0.112, 0.018], [-0.072, -0.136, -0.006], [0.124, 0.197, 0.148], [-0.042, -0.030, -0.034], [0.001, -0.014, 0.012], [0.037, -0.015, -0.030], [-0.074, -0.032, -0.016], [-0.033, 0.019, 0.059], [0.068, 0.057, -0.036], [-0.013, -0.047, -0.058], [-0.269, -0.190, -0.065], [0.021, 0.054, 0.007], [-0.057, -0.030, -0.009], [0.014, -0.061, -0.091], [-0.069, 0.102, -0.005], [-0.026, -0.133, -0.019], [0.013, -0.017, 0.009], [0.013, 0.019, 0.006], [-0.039, 0.019, -0.019], [0.151, -0.116, 0.140], [0.008, -0.044, 0.017], [0.100, 0.007, -0.057], [-0.010, 0.012, -0.001], [-0.183, 0.356, -0.400], [0.161, -0.182, 0.129], [0.028, 0.025, 0.047], [0.011, 0.021, 0.011], [0.043, 0.029, 0.030], [0.012, -0.051, -0.006], [-0.090, 0.059, 0.037], [-0.051, 0.033, -0.023], [0.088, 0.009, 0.024], [0.290, -0.119, -0.153], [0.193, 0.017, -0.016], [-0.056, 0.011, 0.009], [-0.063, -0.019, 0.032], [-0.023, 0.023, -0.040], [0.022, 0.049, -0.037], [-0.130, -0.007, -0.099], [0.000, 0.003, -0.051], [0.007, 0.003, 0.026], [-0.018, -0.005, 0.025], [0.033, 0.049, 0.042], [0.001, -0.035, -0.003], [-0.031, 0.022, -0.008], [-0.015, -0.006, 0.018], [0.022, -0.081, -0.093], [-0.023, 0.001, -0.014], [-0.008, 0.016, -0.053], [0.008, 0.011, 0.028], [0.005, 0.039, 0.011], [0.017, 0.020, 0.013], [0.024, -0.009, -0.006], [0.005, -0.048, -0.018], [-0.003, -0.050, -0.001], [0.049, 0.016, -0.001], [-0.101, 0.057, -0.070], [0.025, -0.016, -0.033], [0.043, 0.072, 0.081], [0.034, 0.032, -0.030], [0.076, 0.089, 0.010], [-0.012, -0.030, -0.045], [0.006, 0.001, -0.005], [-0.168, -0.067, -0.105], [0.000, 0.031, -0.023], [-0.018, -0.171, -0.198], [0.007, 0.007, -0.011], [-0.011, -0.014, 0.013], [0.050, -0.036, 0.044], [-0.032, -0.051, 0.008], [-0.027, -0.026, 0.026], [-0.012, -0.047, 0.074], [-0.108, 0.049, -0.003], [-0.030, -0.025, -0.022], [0.031, 0.027, -0.017], [-0.005, 0.016, -0.062], [-0.013, -0.086, -0.055], [0.099, -0.116, 0.000], [0.065, 0.410, 0.111], [0.012, 0.013, -0.005], [-0.025, -0.054, -0.005], [0.017, 0.006, 0.001], [0.010, 0.010, 0.004], [-0.004, -0.028, -0.029]],
  "mulliken_charge": [-0.898, -0.756, 0.678, -0.992, 0.352, 0.488, 1.028, 0.583, 0.389, 0.474, 0.384, 0.525, -0.054, -0.665, -1.863, 1.041, -0.718, 0.408, 0.524, -0.668, -1.345, 0.345, 0.269, 0.223, -0.833, -0.187, 0.063, -0.741, 0.548, -0.341, 0.339, -0.504, -0.601, 0.082, 0.333, 0.463, -1.790, 0.311, 0.409, 0.317, 0.324, 0.424, 1.020, -0.694, 0.832, -0.936, 1.329, 0.594, 0.312, 0.255, 0.225, 0.531, -1.515, 0.076, -1.142, -0.800, -0.209, -1.534, -0.142, 0.348, 0.205, 0.178, 0.446, 0.483, 0.447, -1.457, -1.494, 0.403, 0.427, -0.110, 0.144, -0.729, 0.300, 0.471, 0.450, 0.453, 0.390, 0.562, 0.413, 1.137, 0.521, 0.530, 0.336, -0.760, -1.850, 0.428, 1.454, 0.453, 0.234, 0.393, 0.326, 0.530, 0.453, 0.314, -0.715, 0.658, 0.418, -0.090, -0.879, 0.958, -0.809, -0.425, 0.301, -0.660, -0.851, 0.289, -0.595],
  "de_lowest_kcal_mol": 21.60,
  "total_charge": 1,
  "homo_lumo_gap_ev": 6.468,
  "lumo_energy_ev": -3.482,
  "max_force_ev_per_a": 0.85
}